Record 1
This record from OMol25 describes a molecular structure, C43H42CrN5OS6 at a distorted geometry. The level of theory is ωB97M-V/def2-TZVPD.

Geometry as XYZ:
```
98
C43H42CrN5OS6, DFT ωB97M-V/def2-TZVPD
Cr -2.33867 1.03735 0.44669
C -4.02231 5.58317 -3.08950
C -2.60680 6.00893 -2.69551
S -1.73152 4.60493 -1.96951
C -1.53458 4.87716 -0.18479
C -2.69856 4.77025 0.77519
S -3.52167 3.17869 0.95729
C -5.13726 3.30884 0.21230
C -5.18459 3.69617 -1.27056
S -5.17740 5.50775 -1.63105
H -4.09891 4.60701 -3.53935
H -4.44365 6.37391 -3.71948
H -2.68180 6.83896 -1.98385
H -2.07786 6.29399 -3.58078
H -1.10478 5.85714 -0.07855
H -0.78636 4.17334 0.09729
H -3.45634 5.47750 0.48942
H -2.32173 5.02894 1.78075
H -5.71815 4.01545 0.84426
H -5.59774 2.32991 0.42113
H -6.10977 3.28672 -1.59615
H -4.35727 3.26345 -1.77523
N -0.56232 1.77986 0.09009
S 0.80650 1.27969 0.01333
N 1.51056 -0.07992 -0.76712
S 1.74142 -1.43584 -0.06425
N 0.78185 -2.09575 0.97605
S -0.79568 -2.06823 0.86238
N -1.50490 -0.80734 0.71381
C -1.15967 -3.11694 2.25977
C -0.20354 -3.87251 2.88653
C -0.66414 -4.72545 3.89459
C -1.97678 -4.81837 4.23166
C -2.95639 -4.05026 3.59609
C -2.54553 -3.21374 2.56200
C -1.31754 -3.17749 -0.40786
C -2.39933 -2.73813 -1.18285
C -2.78280 -3.48413 -2.26745
C -2.10120 -4.59396 -2.68597
C -0.99977 -5.00885 -1.93611
C -0.62453 -4.30923 -0.76231
C 3.23334 -1.45173 0.80448
C 3.37898 -1.93234 2.08503
C 4.67475 -2.04108 2.60512
C 5.76031 -1.69625 1.73697
C 5.58083 -1.24833 0.42944
C 4.30475 -1.02369 0.01365
C 1.95447 -2.52729 -1.48757
C 2.71747 -3.63666 -1.30499
C 2.75109 -4.52656 -2.34954
C 2.08272 -4.26713 -3.53090
C 1.30373 -3.15496 -3.69794
C 1.26878 -2.23418 -2.61583
C 1.80168 2.42379 -1.00833
C 2.16191 3.59854 -0.40867
C 2.84919 4.59684 -1.10076
C 3.31858 4.28882 -2.35487
C 3.08393 3.03918 -2.95250
C 2.34807 2.10785 -2.27981
C 1.50461 1.18462 1.66437
C 0.66531 1.02403 2.74830
C 1.20883 0.95142 4.05859
C 2.57554 1.02813 4.26314
C 3.39044 1.29520 3.16553
C 2.85518 1.27459 1.93644
H 0.85241 -3.79223 2.69071
H 0.00406 -5.31369 4.45705
H -2.28282 -5.46224 5.06238
H -4.04500 -4.16258 3.87145
H -3.18042 -2.56125 2.01520
H -2.97780 -1.73249 -1.03011
H -3.63870 -3.12668 -2.80768
H -2.44652 -5.13722 -3.54817
H -0.51805 -5.90702 -2.24739
H 0.17372 -4.68209 -0.15635
H 2.63148 -2.16197 2.80678
H 4.77580 -2.37061 3.58312
H 6.74525 -1.91618 2.15933
H 6.44225 -1.01695 -0.14891
H 4.00428 -0.75405 -0.99371
H 3.26796 -3.87865 -0.34606
H 3.28519 -5.44937 -2.27666
H 2.17399 -4.98388 -4.30064
H 0.81014 -2.92571 -4.60255
H 0.77029 -1.30087 -2.66811
H 1.77801 3.80482 0.58508
H 2.98598 5.61154 -0.60069
H 3.99442 5.01038 -2.84348
H 3.43053 2.86333 -3.98481
H 2.24570 1.10423 -2.63853
H -0.41664 1.06810 2.54816
H 0.52199 0.80276 4.89158
H 2.98481 0.91363 5.29672
H 4.42950 1.50616 3.30448
H 3.50890 1.37989 1.09236
O -5.51040 -1.68205 -0.35879
C -4.88836 -0.69884 -0.11355
N -4.22500 0.29603 -0.03993
```

Properties
**Relative energy (zero: lowest compared OMol25 entry of this formula, charge and spin)**: 36.6 kcal/mol
**<S²>**: 6.01
**Spin multiplicity**: 5
**E_tot**: -5445.91787 Ha
**Frontier orbital gap (spin up / spin down)**: 7.42 / 7.57 eV
**Total charge**: +1

***

Record 2
This record from OMol25 describes 2 unconnected molecules or ions with the total composition C2H9NS at a distorted geometry. The level of theory is ωB97M-V/def2-TZVPD.

Geometry as XYZ:
```
13
C2H9NS, DFT ωB97M-V/def2-TZVPD
S 1.85166 2.09744 -1.23697
H 2.85691 1.26652 -0.91975
C 0.54972 -1.01005 -0.20085
N -0.33958 0.07944 0.30440
C -1.77709 -0.23624 0.57641
H 0.22287 -2.07360 0.19716
H 1.53281 -0.66808 0.21679
H 0.70341 -1.07568 -1.37896
H 0.04994 0.37934 1.14164
H 0.70922 1.99888 -0.54754
H -2.04265 -1.08301 1.15314
H -2.12306 0.73667 1.06438
H -2.19417 -0.41163 -0.36984
```

Properties
**SMILES string**: CNC.S
**Relative energy (zero: lowest compared OMol25 entry of this formula, charge and spin)**: 40.4 kcal/mol
**Spin multiplicity**: 1
**E_tot**: -534.46529 Ha
**Frontier orbital gap**: 9.97 eV

***

Record 3
This record from OMol25 describes a single C4H7NO2 molecule. The level of theory is ωB97M-V/def2-TZVPD.

Geometry as XYZ:
```
14
C4H7NO2, DFT ωB97M-V/def2-TZVPD
O 0.06504 0.94348 1.61337
C 0.35506 -0.22755 0.87642
C -0.90540 -0.91461 0.37472
O -1.46832 -0.28339 -0.79159
C -0.75958 0.69513 -1.38206
N 0.47016 0.97408 -1.24314
C 1.20102 0.07497 -0.35388
H 0.29824 1.70806 1.06985
H 0.85882 -0.92588 1.55699
H -0.66687 -1.95300 0.11723
H -1.68698 -0.90465 1.13692
H -1.39227 1.27179 -2.05396
H 1.41813 -0.86008 -0.88559
H 2.15657 0.53323 -0.08465
```

Properties
**SMILES string**: O[C@@H]1CN=COC1
**Relative energy (zero: lowest compared OMol25 entry of this formula, charge and spin)**: 34.0 kcal/mol
**Spin multiplicity**: 1
**E_tot**: -361.82671 Ha
**Frontier orbital gap**: 10.75 eV

***

Record 4
This record from OMol25 describes a single C12H14OP2 molecule at a distorted geometry. The level of theory is ωB97M-V/def2-TZVPD.

Geometry as XYZ:
```
29
C12H14OP2, DFT ωB97M-V/def2-TZVPD
C -1.28753 3.71223 -2.08175
C -1.86542 3.21836 -0.93542
C -0.29269 2.94684 -2.70455
C -1.30637 2.14269 -0.33144
C 0.15244 1.79053 -2.16925
C -0.33151 1.32564 -0.95323
C 2.38637 -1.53108 2.43119
C 2.37729 -2.46468 1.52194
C 1.47217 -0.41214 2.37439
C 1.50261 -2.44123 0.25945
C 0.18766 0.20851 -0.15610
C -1.88830 -1.06664 -0.07632
O -0.81550 -0.45749 0.57202
P 1.76356 0.61790 0.81977
P 1.65253 -0.86035 -0.77907
H -1.79042 4.62810 -2.58050
H -2.53185 3.87885 -0.25440
H 0.01679 3.32195 -3.68797
H -1.77478 1.56046 0.41019
H 1.05865 1.32088 -2.74298
H 3.15428 -1.65399 3.22491
H 3.01049 -3.32053 1.45719
H 0.41060 -0.65954 2.47505
H 1.73414 0.42142 3.00955
H 1.81341 -3.31241 -0.29951
H 0.42391 -2.68180 0.62089
H -2.14347 -2.02061 0.34407
H -1.56063 -1.53577 -1.09416
H -2.83280 -0.53388 -0.31904
```

Properties
**SMILES string**: COC1(c2ccccc2)P2#P1CC=CC2
**Spin multiplicity**: 1
**E_tot**: -1223.48492 Ha
**Frontier orbital gap**: 8.91 eV

***

Record 5
This record from OMol25 describes a molecular structure, C19H23BCoF3N8O2S. The level of theory is ωB97M-V/def2-TZVPD.

Geometry as XYZ:
```
58
C19H23BCoF3N8O2S, DFT ωB97M-V/def2-TZVPD
Co -0.66664 0.17814 -1.05740
C 3.35006 1.11382 -1.96723
C 2.32534 0.18901 -1.72419
N 1.20620 0.82183 -1.40712
N 1.46819 2.14059 -1.44219
C 2.75155 2.34493 -1.77794
B 0.30303 3.14813 -1.25024
N -0.36030 2.82491 0.10167
C -0.41291 3.54539 1.23360
C -1.02651 2.78002 2.20599
C -1.32113 1.56867 1.56633
N -0.92577 1.61737 0.30373
N -0.71268 2.92281 -2.38822
C -1.27654 3.79856 -3.24067
C -2.17831 3.11001 -4.02630
C -2.09596 1.78458 -3.56446
N -1.21098 1.68912 -2.58804
H 4.37264 0.91311 -2.23662
H 2.33406 -0.88689 -1.77004
H 3.13955 3.34699 -1.85872
H 0.71566 4.28049 -1.26328
H -0.01029 4.54477 1.26102
H -1.22166 3.04861 3.22974
H -1.75883 0.65897 1.95034
H -1.00012 4.84020 -3.22091
H -2.80250 3.50562 -4.80961
H -2.63632 0.90298 -3.87199
F -0.41323 -2.25020 5.13970
C 0.73769 -2.61223 4.55056
F 1.63843 -2.73165 5.57215
F 0.57181 -3.86569 4.08570
C 1.22567 -1.64836 3.50833
C 2.42431 -0.99839 3.73138
C 2.91842 -0.11230 2.78627
C 2.17782 0.03889 1.62588
N 1.02994 -0.57571 1.37902
C 0.47723 -1.39922 2.31486
S -1.06409 -2.07056 2.00420
H 2.97133 -1.18433 4.64525
H 3.84608 0.42415 2.93285
H 2.53598 0.69809 0.83756
C -3.45700 0.08021 -0.42795
O -2.39632 -0.53510 -1.06528
H -3.47951 1.17480 -0.57493
H -3.46923 -0.09833 0.66119
H -4.40924 -0.30966 -0.81956
C -1.27087 -4.52640 -0.47342
N -0.38802 -3.47311 -0.92570
C 0.95517 -3.45223 -0.37429
C -0.83328 -2.50103 -1.70354
O -0.14644 -1.53710 -2.07799
H -1.25382 -4.55608 0.61676
H -0.96231 -5.49640 -0.87210
H -2.28878 -4.31027 -0.79193
H 0.89448 -3.59133 0.70451
H 1.40017 -2.48071 -0.56604
H 1.56272 -4.24356 -0.82335
H -1.88390 -2.58887 -1.98734
```

Properties
**Relative energy (zero: lowest compared OMol25 entry of this formula, charge and spin)**: 0.0 kcal/mol
**<S²>**: 0.77
**Spin multiplicity**: 2
**E_tot**: -3431.95153 Ha
**Frontier orbital gap (spin up / spin down)**: 6.79 / 6.79 eV
**Total charge**: -1

***

Record 6
This record from OMol25 describes 2 unconnected molecules or ions with the total composition C6H12N2 at a distorted geometry. The level of theory is ωB97M-V/def2-TZVPD.

Geometry as XYZ:
```
20
C6H12N2, DFT ωB97M-V/def2-TZVPD
C -2.08875 0.35286 1.53800
C -1.94315 -1.17278 1.35727
H -1.18481 0.83307 1.86971
H -2.42026 0.61188 0.54301
H -3.06820 0.73509 2.08120
H -1.56881 -1.49635 0.35834
H -2.89440 -1.60608 1.54611
H -1.18051 -1.65312 2.06700
C 1.79313 -1.31126 -1.74425
C 0.06252 1.63916 -0.77058
C 1.33951 -0.02539 -1.27923
C 2.01503 0.67946 -0.36549
N 0.14425 0.61584 -1.61989
N 1.24740 1.79400 -0.02418
H -0.47579 2.53633 -0.76003
H 1.38444 2.32173 0.84748
H 2.91628 0.30702 0.03385
H 2.91067 -1.41011 -1.77522
H 1.53905 -1.54845 -2.83570
H 1.47239 -2.20291 -1.06739
```

Properties
**SMILES string**: Cc1c[nH]cn1.CC
**Relative energy (zero: lowest compared OMol25 entry of this formula, charge and spin)**: 30.8 kcal/mol
**Spin multiplicity**: 1
**E_tot**: -345.27883 Ha
**Frontier orbital gap**: 9.53 eV